1.
DFT (ωB97M-V with the def2-TZVPD basis set) results for C14H21ClOPd as an isolated structure.

Each line ends with the Löwdin charge.
Atoms and positions in Å:
1 Pd 0.045 0.430 0.816  0.6524
2 Cl -0.022 0.180 -1.312  0.4294
3 O 0.878 1.135 5.038  -0.0697
4 C 1.574 1.116 -3.795  -0.0655
5 C 1.242 -1.149 2.949  -0.0350
6 C 1.797 -0.084 2.190  -0.0943
7 C 1.365 -1.903 0.777  -0.0386
8 C -2.052 0.615 0.953  -0.2116
9 C 1.911 -0.553 0.802  -0.2167
10 C 0.185 0.579 -3.686  -0.4612
11 C -1.652 0.989 2.322  -0.0807
12 C -2.101 -1.284 2.291  -0.0005
13 C -0.036 -0.785 -4.252  -0.0625
14 C -2.292 -0.825 0.969  -0.0336
15 C -0.920 1.567 -3.885  -0.0705
16 C 1.005 -2.254 2.092  0.0022
17 C -1.694 -0.197 3.111  -0.0316
18 H 1.331 -2.534 -0.113  0.1304
19 H 0.689 1.262 5.984  0.0710
20 H 0.632 1.993 4.616  0.0651
21 H 0.650 -3.234 2.413  0.1420
22 H 1.770 1.358 -4.854  0.1339
23 H 2.207 0.854 2.564  0.1274
24 H -1.017 -1.192 -3.974  0.1005
25 H 1.706 2.031 -3.204  0.0993
26 H -2.281 -2.299 2.640  0.1403
27 H 2.323 0.382 -3.469  0.0985
28 H 1.082 -1.110 4.024  0.1189
29 H -0.753 2.481 -3.300  0.0985
30 H 0.740 -1.490 -3.929  0.1003
31 H -2.637 -1.398 0.112  0.1287
32 H -0.954 1.843 -4.951  0.1317
33 H -1.490 -0.237 4.176  0.1255
34 H -1.896 1.150 -3.606  0.0982
35 H -1.498 2.009 2.661  0.1251
36 H 0.006 -0.710 -5.351  0.1343
37 H -2.316 1.314 0.166  0.1098
38 H 2.472 -0.050 0.017  0.1082

Summary:
**Spin multiplicity**: 5
**Highest occupied orbital energy (alpha / beta)**: -14.82 / -16.36 eV
**<S²>**: 6.02
**Net charge**: +2


2.
DFT (ωB97M-V with the def2-TZVPD basis set) results for C43H30IN3O3PPd as an isolated structure.

Each line ends with the Löwdin charge.
Atoms and positions in Å:
1 I 5.648 -20.827 5.784  1.2524
2 Pd 5.297 -22.622 3.479  0.7486
3 P 4.206 -20.687 2.561  1.0173
4 O 5.038 -23.926 1.575  -0.1070
5 O 3.364 -24.099 7.952  -0.0537
6 O 6.532 -23.934 5.087  -0.1301
7 N 4.193 -24.061 5.624  0.0291
8 N 10.543 -22.788 6.103  0.1764
9 N 3.987 -24.088 4.223  -0.0565
10 C 4.876 -23.857 9.686  -0.0326
11 C 2.799 -19.683 4.973  -0.1641
12 C 1.120 -21.460 0.079  -0.0944
13 C 5.552 -18.298 1.927  -0.1165
14 C 7.498 -22.414 2.245  -0.0861
15 C 2.497 -18.664 2.752  -0.1043
16 C 5.502 -23.933 5.870  -0.5202
17 C 1.403 -17.923 3.264  -0.0553
18 C 6.563 -20.407 1.054  -0.2685
19 C 5.480 -19.606 1.841  -0.3422
20 C 4.634 -23.998 8.391  -0.3313
21 C 8.365 -22.891 3.245  -0.0366
22 C 1.118 -19.256 6.769  -0.0302
23 C 2.833 -24.666 2.280  -0.1301
24 C 1.575 -19.124 5.415  -0.1322
25 C 1.519 -20.911 -1.127  -0.0596
26 C 3.723 -24.332 1.223  -0.2317
27 C 3.631 -20.339 -0.109  -0.0651
28 C 3.125 -20.506 7.283  -0.1228
29 C 7.082 -23.874 7.899  -0.0586
30 C 9.094 -22.045 4.050  -0.2141
31 C 1.884 -19.904 7.645  -0.0702
32 C 1.971 -21.555 1.100  -0.1289
33 C 3.362 -24.376 -0.124  0.0151
34 C 7.272 -23.806 9.279  -0.0833
35 C 2.738 -20.302 -1.197  -0.0371
36 C 3.579 -20.362 5.979  -0.5444
37 C 7.452 -21.000 2.097  -0.2277
38 C 6.219 -23.820 10.153  -0.0629
39 C 1.635 -25.295 1.923  -0.0273
40 C 8.311 -20.146 2.813  -0.0035
41 C 7.274 -19.541 0.000  -0.0053
42 C 9.935 -22.490 5.175  -0.1579
43 C 3.160 -19.558 3.509  -0.2929
44 C 9.065 -20.655 3.856  -0.0177
45 C 2.134 -24.926 -0.377  -0.0464
46 C 0.904 -18.217 4.477  -0.0032
47 C 3.209 -20.926 1.063  -0.3581
48 C 6.265 -17.556 0.954  -0.0306
49 C 5.814 -24.012 7.475  -0.0847
50 C 2.944 -24.650 3.722  -0.0490
51 C 7.088 -18.200 -0.028  -0.0823
52 C 1.284 -25.312 0.625  -0.0515
53 H 0.333 -25.760 0.294  0.1373
54 H 7.869 -23.920 7.061  0.1355
55 H 3.804 -21.092 7.911  0.0843
56 H 7.029 -22.962 1.487  0.0769
57 H 0.254 -18.692 7.123  0.1289
58 H 0.111 -21.908 0.174  0.1315
59 H 1.932 -24.981 -1.413  0.1145
60 H 3.053 -23.929 6.892  0.1765
61 H 1.582 -21.994 2.083  0.1479
62 H 8.164 -23.830 9.840  0.0942
63 H 7.831 -20.111 -0.785  0.1341
64 H 8.449 -23.977 3.290  0.1352
65 H 2.665 -18.534 1.710  0.1095
66 H 6.234 -16.463 1.022  0.1129
67 H 6.166 -21.365 0.627  0.1352
68 H 9.770 -20.103 4.417  0.1155
69 H 2.164 -25.131 4.282  0.1304
70 H 1.053 -17.109 2.660  0.1127
71 H -0.116 -17.848 4.671  0.1296
72 H 6.427 -23.636 11.121  0.0695
73 H 0.988 -25.473 2.849  0.1481
74 H 8.362 -19.031 2.622  0.1515
75 H 4.072 -23.833 -0.742  0.1407
76 H 4.982 -17.737 2.703  0.1324
77 H 0.797 -20.862 -1.891  0.1010
78 H 7.467 -17.580 -0.807  0.1019
79 H 4.522 -19.815 -0.205  0.0747
80 H 3.087 -19.765 -2.070  0.1155
81 H 3.995 -23.931 10.483  0.1668
82 H 1.578 -19.924 8.697  0.1253

Summary:
**Spin multiplicity**: 5
**Highest occupied orbital energy (alpha / beta)**: -10.11 / -10.11 eV
**<S²>**: 6.11
**Net charge**: +1


3.
DFT (ωB97M-V with the def2-TZVPD basis set) results for C24H27MoN5SSe4SiTe2 as an isolated structure.

Each line ends with the Löwdin charge.
Atoms and positions in Å:
1 Te 4.823 -2.149 0.531  0.2198
2 Te 3.991 -2.502 -2.006  0.2017
3 Mo 0.607 -0.805 0.314  1.0947
4 Se 2.551 -2.452 1.487  0.0484
5 Se 2.319 -0.647 -1.711  -0.0084
6 Se -2.165 -3.060 2.109  0.6904
7 Se -3.422 -2.360 0.271  0.7261
8 S 0.309 -0.648 2.797  0.5701
9 Si 0.509 2.908 -0.440  0.4164
10 N 0.174 1.180 -0.525  -0.1867
11 N -0.014 -3.069 0.233  -0.1545
12 N -2.020 -0.005 0.939  -0.0333
13 N 2.094 0.419 1.383  -0.2375
14 N -0.660 -0.636 -1.523  -0.0471
15 C 1.719 0.328 2.676  -0.8222
16 C -4.379 0.279 0.593  -0.1102
17 C -0.724 -3.817 1.090  -0.6805
18 C 1.516 3.363 -1.951  -0.1622
19 C -2.175 0.784 -3.330  -0.0514
20 C 4.077 1.540 2.032  -0.0845
21 C 1.044 -5.099 -0.523  -0.0488
22 C 3.254 1.002 1.066  -0.2631
23 C 1.440 3.485 1.073  -0.1636
24 C -2.164 -0.612 -3.354  -0.0462
25 C -4.311 1.592 1.022  -0.0507
26 C -1.032 4.003 -0.359  -0.1767
27 C -0.542 -5.183 1.238  -0.1054
28 C -0.629 0.728 -1.504  -0.5084
29 C 2.491 0.867 3.699  -0.0800
30 C -1.402 1.464 -2.429  -0.0298
31 C 0.840 -3.735 -0.562  -0.3312
32 C 3.682 1.481 3.364  -0.0558
33 C -3.215 -0.478 0.603  -0.6620
34 C -1.987 1.245 1.414  -0.1735
35 C -1.221 -2.778 -2.621  -0.0413
36 C -1.365 -1.298 -2.462  -0.3374
37 C 0.373 -5.837 0.428  -0.0364
38 C -3.097 2.067 1.484  -0.0544
39 H -1.024 1.581 1.772  0.0700
40 H 1.219 4.553 1.162  0.0412
41 H -3.000 3.064 1.888  0.1068
42 H 4.311 1.902 4.139  0.1106
43 H 2.165 0.762 4.725  0.1099
44 H -5.317 -0.177 0.309  0.0967
45 H -2.775 1.332 -4.047  0.1118
46 H -2.720 -1.162 -4.100  0.1056
47 H 1.768 -5.537 -1.195  0.1155
48 H -0.787 4.949 -0.855  0.0407
49 H 2.398 2.719 -2.006  0.0192
50 H -1.145 -5.722 1.954  0.0959
51 H -5.199 2.212 1.041  0.1131
52 H -1.945 3.616 -0.806  0.0151
53 H 1.404 -3.125 -1.247  -0.0588
54 H 3.510 1.009 0.016  0.0424
55 H -1.248 4.246 0.684  0.0208
56 H -1.822 -3.113 -3.463  0.0848
57 H 5.013 1.996 1.740  0.1125
58 H -1.537 -3.321 -1.734  0.0293
59 H -1.370 2.541 -2.436  0.0790
60 H 0.966 3.243 -2.886  0.0289
61 H 1.126 3.005 2.003  0.0325
62 H 1.852 4.402 -1.888  0.0353
63 H 0.532 -6.903 0.530  0.1168
64 H -0.177 -3.020 -2.826  0.0799
65 H 2.519 3.382 0.981  0.0200

Summary:
**Relative energy (zero: lowest compared OMol25 entry of this formula, charge and spin)**: 0.0 kcal/mol
**Highest occupied orbital energy (alpha / beta)**: -6.71 / -6.71 eV
**Net charge**: 0


4.
DFT (ωB97M-V with the def2-TZVPD basis set) results for a 9-piece molecular cluster, C9H36N18O9 overall.

Each line ends with the Löwdin charge.
Atoms and positions in Å:
1 O 1.143 -4.065 -3.154  -0.0118
2 O -7.389 4.172 0.101  0.0850
3 O 7.077 -1.729 -0.608  0.0435
4 O -1.539 1.389 0.911  0.0509
5 O -3.141 6.859 1.031  0.0484
6 O 2.083 2.909 -5.127  0.0253
7 O 3.240 -0.918 4.273  0.0469
8 O 0.580 -5.232 2.328  0.0308
9 O -5.525 3.232 6.189  0.0507
10 N -4.342 2.569 4.553  0.1624
11 N 5.089 -2.120 4.179  0.1556
12 N -0.099 -0.245 0.277  0.1720
13 N -0.473 -4.414 -4.704  0.1692
14 N -4.545 4.782 4.902  0.1605
15 N -4.083 7.525 -0.784  0.1541
16 N -0.179 -5.821 -3.039  0.1525
17 N 3.771 1.511 -4.581  0.1434
18 N -6.529 2.196 0.332  0.1630
19 N 6.224 -3.651 -1.476  0.1318
20 N 2.286 0.817 -5.832  0.1601
21 N -3.254 5.541 -0.799  0.1695
22 N -7.043 2.824 -1.567  0.1369
23 N 4.969 -2.001 -1.291  0.1564
24 N 1.754 -6.692 3.414  0.1653
25 N 5.252 -0.022 4.372  0.1644
26 N -0.717 1.222 -1.059  0.1448
27 N 2.740 -5.625 1.770  0.1502
28 C 6.159 -2.420 -1.005  -0.7799
29 C -4.792 3.510 5.304  -0.8170
30 C 1.624 -5.840 2.477  -0.7932
31 C -0.898 0.758 0.124  -0.8310
32 C 2.705 1.859 -5.274  -0.7983
33 C 0.194 -4.695 -3.630  -0.7733
34 C -3.480 6.629 -0.094  -0.8223
35 C -7.196 3.091 -0.304  -0.8424
36 C 4.438 -1.007 4.349  -0.8348
37 H 4.571 -2.916 3.837  0.1146
38 H -3.851 2.695 3.680  0.1132
39 H 1.050 -6.754 4.136  0.1312
40 H 4.753 0.856 4.373  0.1298
41 H -6.829 1.913 -1.947  0.1062
42 H 2.654 -7.128 3.556  0.1123
43 H -0.320 0.644 -1.786  0.1079
44 H -1.149 2.108 -1.278  0.1184
45 H -3.617 5.586 -1.741  0.1028
46 H 2.764 -0.047 -5.618  0.1165
47 H -4.513 1.675 4.992  0.1217
48 H 6.079 -2.005 4.017  0.1044
49 H -4.570 7.250 -1.626  0.1074
50 H 2.631 -4.926 1.050  0.1043
51 H 4.301 2.265 -4.168  0.1175
52 H -4.075 5.009 4.037  0.1017
53 H 1.372 0.822 -6.263  0.1313
54 H 0.157 -5.911 -2.090  0.1181
55 H -6.254 1.442 -0.281  0.1056
56 H -2.853 4.745 -0.323  0.1160
57 H 6.253 -0.135 4.441  0.1178
58 H 3.624 -6.113 1.801  0.1003
59 H 4.359 -2.675 -1.730  0.1106
60 H 5.510 -4.330 -1.254  0.1022
61 H 0.257 -0.486 1.191  0.1306
62 H -0.780 -6.466 -3.531  0.1066
63 H -0.049 -3.661 -5.227  0.1210
64 H -6.313 2.271 1.316  0.1257
65 H -1.262 -4.953 -5.031  0.1182
66 H 7.113 -4.130 -1.494  0.1116
67 H -3.950 8.499 -0.556  0.1263
68 H -5.063 5.409 5.501  0.1071
69 H -7.332 3.589 -2.160  0.1170
70 H 0.310 -0.605 -0.574  0.1070
71 H 4.716 -1.029 -1.187  0.1233
72 H 4.202 0.598 -4.620  0.1040

Summary:
**SMILES**: NC(N)=O.NC(N)=O.NC(N)=O.NC(N)=O.NC(N)=O.NC(N)=O.NC(N)=O.NC(N)=O.NC(N)=O
**Relative energy (zero: lowest compared OMol25 entry of this formula, charge and spin)**: 198.8 kcal/mol
**Highest occupied orbital energy**: -9.09 eV
**Net charge**: 0


| no. | total energy (eV) | largest force on an atom (eV Å⁻¹) |
| --- | --- | --- |
| 1 | -32886.738 | 4.54 |
| 2 | -76545.917 | 6.75 |
| 3 | -329320.782 | 0.91 |
| 4 | -55168.514 | 7.94 |